Entry 1:
This record from the Open Molecules 2025 dataset describes a molecular structure, C24H26O22Pd4 in a non-equilibrium geometry. The level of theory is wB97M-V/def2-TZVPD.

```
! wB97M-V def2-TZVPD RIJCOSX def2/J DEFGRID3
* xyz 7 10
Pd 27.98706 9.45074 32.24440
Pd 24.46566 2.14520 28.33465
Pd 23.87648 10.07837 32.48181
Pd 21.19262 3.72138 29.18706
C 26.13960 5.98101 30.26525
C 25.90805 7.35528 30.65073
C 24.44134 7.85248 30.33736
O 24.19046 9.00183 30.72639
C 23.57415 7.04006 29.54481
C 23.90772 5.81447 29.10416
C 25.24166 5.20916 29.49933
O 25.62304 4.00502 29.17818
O 22.92097 5.20749 28.43854
O 26.68800 8.09139 31.26293
H 26.93469 5.40906 30.72035
H 22.76835 7.63894 29.14679
C 29.17428 4.26020 28.73849
C 30.13641 5.26419 29.22839
O 31.09764 5.48721 28.24803
C 30.66193 4.92520 27.05022
O 31.28294 4.84672 26.00170
O 29.61548 4.16151 27.39344
H 28.15524 4.63606 28.83006
H 29.26524 3.28094 29.20847
H 30.62980 4.79289 30.07841
H 29.68025 6.21175 29.51501
C 27.24809 1.28336 32.47351
C 28.36371 2.33158 32.64907
O 28.04026 3.07732 33.83150
C 27.11387 2.29499 34.57240
O 26.68104 2.67915 35.67029
O 26.62271 1.31309 33.82813
H 27.90792 0.41954 32.39265
H 26.52485 1.27463 31.65807
H 28.33193 3.11529 31.89219
H 29.40822 2.03581 32.74710
C 20.99688 10.16778 25.97559
C 21.79985 10.59635 24.73963
O 22.93529 9.68809 24.96285
C 22.91622 9.20495 26.19254
O 23.87948 8.54343 26.72378
O 21.84017 9.58267 26.88136
H 20.31156 9.35158 25.74699
H 20.63014 11.02600 26.53869
H 22.19606 11.61124 24.70581
H 21.25537 10.57052 23.79570
C 25.12456 5.42100 33.23771
C 24.67001 4.64351 34.42561
O 23.27636 4.57298 34.48014
C 22.88592 5.56440 33.66503
O 21.81451 6.03542 33.56993
O 23.86542 6.03872 32.92734
H 25.30419 4.78713 32.36935
H 25.84108 6.24169 33.27207
H 25.15575 4.74126 35.39649
H 24.91351 3.64498 34.06268
C 27.43871 8.16182 27.47211
C 27.09170 9.64237 27.20056
O 27.65092 10.15642 28.30074
C 28.33343 9.32576 29.00711
O 28.81250 9.48557 30.10656
O 28.48971 8.18639 28.30367
H 27.72652 7.75231 26.50383
H 26.62847 7.55616 27.87804
H 26.00518 9.62771 27.28628
H 27.48540 9.86485 26.20878
C 22.02481 4.93740 23.78751
C 21.62709 5.72307 24.99964
O 21.57915 7.05311 24.48337
C 21.38086 6.99713 23.15040
O 21.07716 7.98693 22.46378
O 21.48970 5.73510 22.76237
H 21.82423 3.87035 23.69115
H 23.10713 4.87565 23.67405
H 22.24069 5.71952 25.90051
H 20.62531 5.39295 25.27449
*
```

Summary:
⟨S²⟩: 24.804
HOMO energy (spin up / spin down), eV: -25.47 / -25.47
Molecular weight, g/mol: 1092.130
HOMO-LUMO gap (spin up / spin down), eV: 6.02 / 2.97
Calculated total energy, hartree: -3092.6834
E_LUMO (spin up / spin down), eV: -19.450 / -22.499

Löwdin population analysis, charges in e, atoms 1 to 2: 0.92 0.89

---

Entry 2:
This record from the Open Molecules 2025 dataset describes 2 unconnected molecules or ions with the total composition C2H3NO3 in a non-equilibrium geometry. The level of theory is wB97M-V/def2-TZVPD.

```
! wB97M-V def2-TZVPD RIJCOSX def2/J DEFGRID3
* xyz 0 1
C -1.50748 -0.39407 0.18197
C 1.18650 0.72085 -0.23818
N -2.26078 0.49279 0.36342
O -0.96593 -1.40940 0.16084
O 1.60488 -0.07962 0.93056
O 1.52140 -0.72584 -0.32001
H 2.00112 1.30476 -0.75414
H 0.60883 -1.32861 -0.45134
H -2.18854 1.41914 0.12688
*
```

Summary:
Energy above the lowest of the compared OMol25 structures with the same formula, charge and spin, kcal/mol: 191.5
HOMO energy, eV: -8.26
Molecular weight, g/mol: 89.050
HOMO-LUMO gap, eV: 8.82
Calculated total energy, hartree: -358.2244
E_LUMO, eV: 0.566

Löwdin population analysis, charges in e, atoms 1 to 2: -0.43 -0.11

---

Entry 3:
This record from the Open Molecules 2025 dataset describes a molecular structure, C37H35BrGdN10O4S in a non-equilibrium geometry. The level of theory is wB97M-V/def2-TZVPD.

```
! wB97M-V def2-TZVPD RIJCOSX def2/J DEFGRID3
* xyz 1 8
Gd 0.12723 0.11455 0.20384
C -2.77956 2.19096 1.52510
C -2.00957 3.48780 1.16702
C -0.52606 3.48578 1.43729
C 0.15909 4.71915 1.35875
C 1.45289 4.79003 1.91759
C 1.90642 3.70139 2.66287
C 1.19447 2.49951 2.62101
N 0.10481 2.34608 1.83175
N -2.65351 1.06141 0.55641
C -3.52909 -0.03587 1.13239
C -3.33397 -1.43306 0.59870
C -2.88609 -2.50179 1.41192
C -2.64924 -3.74883 0.84605
C -3.02602 -3.95878 -0.48313
C -3.59856 -2.88642 -1.16213
N -3.75228 -1.66618 -0.64041
C -3.19804 1.43428 -0.76176
C -2.20616 2.06107 -1.72427
C -2.69913 2.69145 -2.87803
C -1.81588 3.31592 -3.77850
C -0.42374 3.16959 -3.60353
C -0.00467 2.49381 -2.45497
N -0.86157 1.97796 -1.51776
H -3.83419 2.50438 1.65700
H -2.44175 1.82849 2.50243
H -2.43357 4.31363 1.78480
H -2.16214 3.76802 0.11212
H -0.31338 5.56446 0.86975
H 2.02515 5.71709 1.82415
H 2.84142 3.72509 3.23193
H 1.52138 1.57915 3.09331
H -4.61066 0.22858 0.99887
H -3.31836 -0.09118 2.19851
H -2.70312 -2.31736 2.45875
H -2.13686 -4.53302 1.40623
H -2.86686 -4.88689 -1.03095
H -3.98172 -3.00105 -2.18230
H -4.04750 2.15233 -0.62912
H -3.64732 0.52060 -1.22806
H -3.77197 2.67832 -3.07866
H -2.24302 3.85229 -4.61468
H 0.30411 3.49742 -4.33823
H 1.06118 2.33022 -2.25507
O -0.84037 -4.39765 -5.37007
C -0.09831 -3.94732 -4.28336
O 0.83028 -4.58932 -3.87191
C -0.52802 -2.66305 -3.66259
C -1.28050 -1.63946 -4.21566
N -1.49337 -0.68985 -3.28466
N -0.85988 -0.98400 -2.12344
C -0.29525 -2.16733 -2.31132
C 0.51209 -2.70536 -1.15365
O 1.38723 -3.57048 -1.29304
O 0.20172 -2.05091 -0.02639
H -1.74044 -4.00520 -5.39362
H -1.66478 -1.60117 -5.22525
H -2.05581 0.15691 -3.38309
Br 2.89271 -1.18168 1.03556
C 2.62083 -1.42654 2.90617
C 3.70928 -1.93265 3.58029
C 3.61546 -2.15429 4.99903
C 2.49708 -1.81109 5.68319
C 1.35679 -1.33891 4.96302
C 0.19351 -1.06106 5.64596
C -0.90230 -0.49297 5.01814
C -0.82225 -0.22626 3.64706
C 0.27594 -0.52526 2.86124
C 1.40669 -1.07573 3.53581
H 4.63932 -2.15209 3.04065
H 4.46978 -2.61014 5.49970
H 2.39771 -1.96513 6.75528
H 0.18588 -1.28772 6.70606
H -1.80789 -0.25329 5.57457
H -1.71039 0.17575 3.17846
C 4.94383 -1.59741 -3.29639
C 4.66996 -0.36017 -2.53916
N 5.60179 0.50176 -2.23194
N 4.97820 1.48107 -1.52897
C 3.68823 1.21043 -1.31706
S 2.63709 2.04509 -0.30571
N 3.44464 0.06827 -2.03471
N 2.17693 -0.56703 -2.08995
H 6.01282 -1.83115 -3.23974
H 4.68511 -1.50898 -4.36420
H 4.38030 -2.42801 -2.91684
H 5.50212 2.26049 -1.14930
H 2.28444 -1.59894 -2.13372
H 1.66921 -0.24253 -2.93143
*
```

Summary:
⟨S²⟩: 16.106
HOMO energy (spin up / spin down), eV: -9.88 / -9.94
Molecular weight, g/mol: 952.974
HOMO-LUMO gap (spin up / spin down), eV: 6.42 / 7.39
Calculated total energy, hartree: -6017.1947
E_LUMO (spin up / spin down), eV: -3.458 / -2.554

Löwdin population analysis, charges in e, atoms 1 to 2: 1.38 -0.18

---

Entry 4:
This record from the Open Molecules 2025 dataset describes 8 unconnected molecules or ions with the total composition C38H45N3O21 in a non-equilibrium geometry. The level of theory is wB97M-V/def2-TZVPD.

```
! wB97M-V def2-TZVPD RIJCOSX def2/J DEFGRID3
* xyz 0 1
O 0.71734 -3.74286 -5.63744
N 0.08550 -2.74046 -5.46196
O -0.07388 -1.76039 -6.17688
C -0.70065 -2.61934 -4.16130
C -0.60166 -3.64285 -3.25965
C -1.27293 -3.48691 -2.04985
C -2.12259 -2.41332 -1.87697
C -2.16568 -1.35905 -2.77724
C -1.47408 -1.52119 -3.94858
H 0.16022 -4.38066 -3.42978
H -1.15387 -4.28335 -1.36868
H -2.73666 -2.32604 -0.94938
H -2.72868 -0.49636 -2.53514
H -1.44254 -0.78017 -4.71386
O -6.06996 5.20933 0.49773
N -5.82902 4.02138 0.61173
O -4.89527 3.58509 1.19712
C -6.78648 3.16910 -0.16315
C -8.14297 3.64776 -0.10206
C -9.06397 3.02102 -1.01281
C -8.59494 2.07292 -1.93457
C -7.30006 1.63003 -1.89361
C -6.45315 2.07338 -0.93643
H -8.38845 4.51648 0.47260
H -10.06833 3.44238 -1.13849
H -9.26365 1.74871 -2.70564
H -6.89049 0.80421 -2.56088
H -5.44333 1.62793 -0.82382
O 2.64519 -3.10080 -0.66811
N 1.62171 -3.35916 -0.07822
O 1.33215 -4.45048 0.39324
C 0.67172 -2.30415 0.15816
C 0.91897 -1.05578 -0.39742
C -0.01324 -0.13376 -0.02869
C -1.11960 -0.35521 0.75952
C -1.37674 -1.63280 1.18335
C -0.42951 -2.58936 0.93539
H 1.84838 -0.78576 -0.87258
H 0.21921 0.89581 -0.26460
H -1.73824 0.48249 0.93717
H -2.26533 -1.90546 1.76812
H -0.56700 -3.65081 1.21171
C -1.08616 3.89765 -3.49856
C -1.30108 4.13316 -2.03733
C -2.61864 4.76405 -1.63169
O -3.48104 3.65870 -1.33890
C -2.74619 2.52845 -1.22968
O -3.07847 1.38710 -1.02008
O -1.47804 2.86590 -1.42588
H -0.07655 3.59332 -3.75450
H -1.29413 4.78439 -4.10168
H -1.81587 3.12991 -3.80312
H -0.54694 4.60468 -1.40087
H -3.12044 5.30799 -2.42131
H -2.53607 5.36483 -0.77503
C 6.50573 2.74017 1.75552
C 5.11912 3.16600 1.41523
C 4.98611 3.66826 -0.06277
O 3.87829 2.95634 -0.60914
C 3.50985 2.03171 0.26867
O 2.62669 1.27384 0.09455
O 4.28423 1.97369 1.31501
H 6.46531 2.74513 2.83351
H 7.25713 3.51900 1.54355
H 6.67928 1.74409 1.43707
H 4.65409 3.87127 2.10171
H 5.89129 3.40612 -0.65602
H 4.68700 4.75638 -0.05052
C 3.16857 -5.44693 -2.65519
C 3.94147 -6.10203 -1.57029
C 3.55512 -7.45236 -1.09300
O 4.79537 -8.15444 -0.90792
C 5.80494 -7.52471 -1.60048
O 6.93661 -7.93875 -1.75349
O 5.32906 -6.35617 -2.01934
H 2.28985 -5.14104 -1.99996
H 2.75690 -6.06268 -3.41020
H 3.70088 -4.55857 -2.98953
H 3.89651 -5.39024 -0.70432
H 2.94432 -8.02143 -1.82310
H 3.00479 -7.46030 -0.13095
C -2.17578 3.93492 3.22439
C -0.68810 3.69913 3.60763
C -0.08633 2.30893 3.56674
O 1.24807 2.51030 3.05665
C 1.27969 3.66934 2.37683
O 2.26816 4.12717 1.89703
O 0.07796 4.26724 2.43624
H -2.38596 5.03267 3.29200
H -2.75843 3.30846 3.90686
H -2.27684 3.58052 2.23113
H -0.27068 4.17199 4.47004
H -0.57959 1.65017 2.89426
H -0.07913 1.82849 4.50259
C 3.38001 -3.32997 4.37931
C 2.59654 -2.06163 4.48347
C 2.46211 -1.27546 3.14769
O 1.13196 -0.77841 3.21852
C 0.44608 -1.42344 4.15232
O -0.72197 -1.25973 4.34952
O 1.24943 -2.28227 4.81431
H 4.10175 -3.37535 3.56955
H 2.59686 -4.05988 4.09963
H 3.86345 -3.62083 5.28767
H 3.09516 -1.39229 5.15754
H 2.50310 -2.05749 2.40332
H 3.18612 -0.50659 2.98672
*
```

Summary:
SMILES: O=[N+]([O-])c1ccccc1.O=[N+]([O-])c1ccccc1.O=[N+]([O-])c1ccccc1.C[C@H]1COC(=O)O1.C[C@H]1COC(=O)O1.C[C@H]1COC(=O)O1.C[C@H]1COC(=O)O1.C[C@H]1COC(=O)O1
HOMO energy, eV: -9.52
Molecular weight, g/mol: 879.778
HOMO-LUMO gap, eV: 9.00
Calculated total energy, hartree: -3219.0549
E_LUMO, eV: -0.520

Löwdin population analysis, charges in e, atoms 1 to 2: 0.09 -0.34